No. 1
C26H43AsN3O2PtSSi3 | wB97M-V/def2-TZVPD

Calculated values
Charge = +1
Calculated total energy = -4952.9824 a.u.
Molar mass = 815.97 g/mol
2S+1 = 1

Positions of all 80 atoms, in Å:
Pt1 -0.809 0.998 -0.860
O1 5.849 1.380 1.435
C1 5.589 1.526 0.063
C2 4.110 1.604 -0.185
C3 3.619 1.702 -1.492
C4 2.254 1.719 -1.683
N1 1.378 1.687 -0.683
C5 1.830 1.647 0.588
C6 3.199 1.575 0.855
C7 0.814 1.680 1.639
C8 1.106 1.584 3.002
C9 0.080 1.612 3.934
C10 0.384 1.415 5.400
O2 1.246 2.400 5.915
C11 -1.222 1.820 3.478
C12 -1.439 1.896 2.117
N2 -0.463 1.788 1.227
H1 6.800 1.341 1.572
H2 5.984 0.670 -0.505
H3 6.062 2.437 -0.336
H4 4.291 1.756 -2.334
H5 1.832 1.773 -2.678
H6 3.576 1.513 1.861
H7 2.125 1.475 3.336
H8 0.918 0.466 5.526
H9 -0.554 1.362 5.965
H10 0.760 3.217 6.073
H11 -2.044 1.909 4.168
H12 -2.433 2.056 1.724
S1 -3.190 1.502 -1.480
C13 -2.573 3.112 -1.316
C14 -3.370 4.249 -1.188
C15 -2.747 5.466 -1.000
C16 -1.357 5.519 -0.933
C17 -0.643 4.346 -1.104
N3 -1.235 3.177 -1.298
H13 -4.441 4.155 -1.215
H14 -3.333 6.366 -0.898
H15 -0.844 6.447 -0.740
H16 0.441 4.333 -1.085
C18 1.563 -1.908 1.669
Si1 1.259 -2.478 -0.132
C19 1.220 -4.391 -0.164
C20 2.665 -1.906 -1.297
As1 -0.782 -1.397 -0.849
Si2 -1.117 -2.005 -3.151
C21 -0.650 -3.848 -3.343
C22 0.075 -0.853 -4.106
C23 -2.919 -1.695 -3.687
Si3 -2.585 -2.211 0.510
C24 -4.260 -1.875 -0.332
C25 -2.337 -4.089 0.752
C26 -2.465 -1.309 2.194
H17 2.489 -2.309 2.068
H18 0.757 -2.241 2.316
H19 1.615 -0.826 1.733
H20 2.175 -4.789 0.168
H21 1.037 -4.777 -1.161
H22 0.456 -4.793 0.491
H23 3.636 -2.235 -0.940
H24 2.694 -0.824 -1.386
H25 2.531 -2.319 -2.293
H26 0.424 -3.993 -3.287
H27 -0.983 -4.243 -4.296
H28 -1.111 -4.444 -2.559
H29 1.107 -1.012 -3.804
H30 -0.178 0.187 -3.895
H31 0.016 -1.002 -5.180
H32 -3.588 -2.454 -3.291
H33 -3.008 -1.713 -4.769
H34 -3.269 -0.726 -3.339
H35 -4.464 -2.608 -1.107
H36 -4.282 -0.889 -0.788
H37 -5.072 -1.926 0.387
H38 -2.108 -4.573 -0.194
H39 -3.233 -4.554 1.150
H40 -1.527 -4.300 1.442
H41 -2.917 -0.325 2.119
H42 -1.431 -1.176 2.505
H43 -2.982 -1.851 2.981

These are the Löwdin partial charges, in e, on atoms 1 to 2: number 1, Pt, carries 0.6076; number 2, O, carries -0.0423

***

No. 2
C26H43Cl3O2P2Ru | wB97M-V/def2-TZVPD

Calculated values
Charge = +1
Calculated total energy = -3324.6506 a.u.
Molar mass = 657.00 g/mol
2S+1 = 6

Positions of all 77 atoms, in Å:
Ru1 -0.828 -0.826 -2.750
C1 -0.445 -2.607 2.477
C2 0.866 -2.724 1.943
C3 0.925 -1.190 3.648
C4 -0.412 -1.626 3.491
C5 1.704 -1.835 2.660
C6 -1.662 -3.313 2.033
H1 -1.424 -3.967 1.197
H2 -2.448 -2.611 1.740
H3 -2.052 -3.917 2.858
C7 -1.569 -1.021 4.165
H4 -2.496 -1.409 3.736
H5 -1.569 0.068 4.025
H6 -1.533 -1.221 5.242
C8 1.367 -0.156 4.599
H7 1.086 -0.455 5.618
H8 0.862 0.794 4.392
H9 2.447 -0.002 4.528
C9 3.136 -1.576 2.389
H10 3.777 -2.209 3.032
H11 3.401 -0.525 2.597
H12 3.361 -1.783 1.329
C10 1.286 -3.561 0.801
H13 1.865 -4.435 1.118
H14 1.929 -2.956 0.157
H15 0.415 -3.946 0.273
C11 -1.679 0.405 -4.100
C12 -1.901 -1.000 -4.334
C13 -0.966 -1.842 -5.153
C14 0.580 -1.690 -4.839
C15 0.919 -1.202 -3.461
C16 0.905 0.177 -3.099
C17 0.746 1.253 -4.150
C18 -0.640 1.239 -4.799
H16 -1.101 -1.589 -6.213
H17 1.109 -1.055 -5.582
H18 -1.251 -2.903 -5.020
H19 -0.563 0.913 -5.840
H20 -2.578 0.962 -3.805
H21 -2.901 -1.403 -4.116
H22 -1.014 2.270 -4.834
H23 0.903 2.214 -3.623
H24 1.513 0.468 -2.247
H25 1.491 1.154 -4.965
H26 0.978 -2.723 -4.861
H27 1.432 -1.891 -2.812
P1 -1.284 1.232 0.473
P2 1.688 1.637 0.739
C19 -0.671 2.634 -0.561
C20 0.829 2.915 -0.316
H28 -1.279 3.532 -0.373
H29 -0.846 2.343 -1.610
H30 1.386 2.942 -1.271
H31 0.949 3.883 0.194
C21 2.045 2.489 2.303
H32 2.734 1.830 2.861
H33 1.115 2.636 2.887
H34 2.520 3.454 2.067
C22 3.279 1.474 -0.136
H35 3.507 2.410 -0.665
H36 3.211 0.650 -0.865
H37 4.081 1.250 0.580
C23 -2.948 0.780 -0.156
H38 -3.305 -0.081 0.429
H39 -2.902 0.455 -1.209
H40 -3.641 1.628 -0.047
C24 -1.232 -2.145 -1.270
H41 -0.347 -2.789 -1.351
H42 -2.149 -2.640 -1.642
H43 -1.357 -1.698 -0.275
Cl1 -0.547 4.924 2.552
C25 -1.762 3.839 3.298
Cl2 -1.035 2.775 4.547
Cl3 -3.128 4.736 3.934
C26 -2.252 2.985 2.118
O1 -3.116 3.334 1.344
O2 -1.513 1.841 1.977

These are the Löwdin partial charges, in e, on atoms 1 to 2: number 1, Ru, carries 1.2353; number 2, C, carries -0.1210

***

No. 3
C26H43ClN4O17 | wB97M-V/def2-TZVPD

Calculated values
Calculated total energy = -2974.8118 a.u.
Molar mass = 719.09 g/mol
SMILES string = [H]/N=C(/N)NCCCC[N@H+](Cl)C(=O)[O-].C[C@@H]1COC(=O)O1.C[C@@H]1COC(=O)O1.C[C@@H]1COC(=O)O1.C[C@@H]1COC(=O)O1.C[C@@H]1COC(=O)O1
2S+1 = 1

Positions of all 91 atoms, in Å:
H1 -0.779 6.015 -1.183
N1 -1.033 6.163 -0.208
C1 -1.193 5.044 0.359
N2 -1.607 5.049 1.707
N3 -0.970 3.840 -0.402
C2 -1.870 2.738 -0.055
C3 -1.428 1.370 -0.627
C4 -0.674 0.479 0.404
C5 -1.146 -1.005 0.337
N4 -1.237 -1.624 1.696
Cl1 0.283 -2.347 2.094
C6 -2.365 -2.666 1.853
O1 -2.899 -3.124 0.850
O2 -2.587 -2.952 3.008
H2 -2.619 5.210 1.733
H3 -1.352 4.207 2.205
H4 0.005 3.563 -0.405
H5 -1.959 2.613 1.036
H6 -2.848 2.968 -0.495
H7 -0.776 1.463 -1.501
H8 -2.347 0.834 -0.900
H9 -0.725 0.866 1.435
H10 0.388 0.482 0.127
H11 -2.064 -1.084 -0.248
H12 -0.360 -1.557 -0.212
H13 -1.404 -0.880 2.376
C7 3.369 -4.727 0.460
C8 4.189 -3.495 0.101
C9 5.432 -3.316 0.929
O3 5.617 -1.892 0.880
C10 4.387 -1.339 0.712
O4 4.146 -0.182 0.836
O5 3.470 -2.287 0.391
H14 3.881 -5.359 1.186
H15 2.391 -4.460 0.858
H16 3.207 -5.340 -0.426
H17 4.418 -3.493 -0.967
H18 6.292 -3.833 0.516
H19 5.305 -3.611 1.972
C11 10.499 -1.526 4.107
C12 9.133 -1.966 3.601
C13 8.219 -2.527 4.660
O6 7.382 -3.406 3.901
C14 8.109 -3.820 2.832
O7 7.792 -4.709 2.110
O8 9.239 -3.086 2.701
H20 10.564 -1.571 5.195
H21 11.295 -2.135 3.683
H22 10.690 -0.490 3.827
H23 8.650 -1.152 3.055
H24 7.627 -1.760 5.155
H25 8.745 -3.118 5.414
C15 -5.578 7.812 -3.046
C16 -5.824 6.796 -1.940
C17 -6.498 7.351 -0.713
O9 -6.027 6.470 0.313
C18 -4.817 6.012 -0.089
O10 -4.056 5.422 0.610
O11 -4.587 6.313 -1.385
H26 -6.045 8.774 -2.827
H27 -4.514 7.970 -3.212
H28 -6.011 7.463 -3.983
H29 -6.366 5.933 -2.333
H30 -7.584 7.323 -0.779
H31 -6.179 8.367 -0.467
C19 0.836 -5.019 -5.593
C20 1.613 -4.118 -4.643
C21 2.292 -4.838 -3.508
O12 2.352 -3.824 -2.496
C22 1.300 -2.987 -2.720
O13 0.919 -2.158 -1.960
O14 0.739 -3.228 -3.928
H32 0.993 -6.075 -5.372
H33 -0.231 -4.809 -5.556
H34 1.168 -4.862 -6.619
H35 2.323 -3.503 -5.201
H36 3.292 -5.182 -3.768
H37 1.713 -5.679 -3.118
C23 -6.773 -1.171 0.993
C24 -6.191 -0.185 -0.010
C25 -5.864 1.172 0.557
O15 -5.980 2.020 -0.591
C26 -6.880 1.433 -1.425
O16 -7.365 1.965 -2.368
O17 -7.150 0.163 -1.029
H38 -6.750 -0.778 2.010
H39 -7.799 -1.433 0.742
H40 -6.188 -2.090 1.002
H41 -5.324 -0.625 -0.510
H42 -4.859 1.220 0.972
H43 -6.581 1.513 1.308

These are the Löwdin partial charges, in e, on atoms 1 to 2: number 1, H, carries 0.0447; number 2, N, carries 0.1290

***

> Look up the calculated total energy of the first one.

-4952.9824 a.u.

***

> The lowest calculated total energy belongs to which entry?

C26H43AsN3O2PtSSi3

***

> Which value of 2S+1 does entry 1 give?

1

***

> 2S+1 of number 2 (C26H43Cl3O2P2Ru)?

6